# 1
# BH18O7

A cluster of 8 separate species, BH18O7 in total at a distorted geometry (the ωB97M-V functional and the def2-TZVPD basis, the OMol25 dataset).

ORCA input file:
```
! RIJCOSX wB97M-V def2-TZVPD def2/J DEFGRID3
* xyz -1 1
B -24.9120 -13.0710 -24.4020
H -24.3510 -13.7130 -25.2620
H -24.3130 -12.0480 -24.0350
H -25.9360 -12.7560 -24.9530
H -25.1230 -13.8620 -23.5230
O -22.3690 -15.9970 -26.1660
H -23.1300 -15.5050 -25.8270
H -21.9370 -15.2670 -26.6220
O -22.8740 -10.7690 -21.6640
H -23.2840 -11.4880 -22.1310
H -23.5370 -10.1070 -21.7350
O -24.2280 -9.8340 -26.1250
H -24.4250 -10.7530 -26.0430
H -23.6060 -9.7830 -26.8940
O -22.0700 -12.1630 -26.3540
H -21.7800 -12.0010 -25.4080
H -22.8320 -12.6800 -26.3480
O -23.7210 -16.0450 -22.6000
H -24.2120 -16.0520 -21.7860
H -24.0660 -15.3190 -23.1520
O -26.3260 -11.8390 -21.0930
H -26.5290 -11.0960 -21.6290
H -25.9370 -12.4850 -21.6960
O -25.8160 -14.9390 -20.7280
H -26.3640 -15.0680 -21.5020
H -25.0520 -14.3910 -20.9470
*
```

Properties
Kohn-Sham gap in Ha: 0.350
Energy relative to the best compared isomer or geometry (same formula, charge and spin) in eV: 0.5991
M in g mol⁻¹: 140.95
HOMO in eV: -6.4


# 2
# BH18O7

A cluster of 8 separate species, BH18O7 in total at a distorted geometry (the ωB97M-V functional and the def2-TZVPD basis, the OMol25 dataset).

ORCA input file:
```
! RIJCOSX wB97M-V def2-TZVPD def2/J DEFGRID3
* xyz 0 2
B -15.7804 -30.4947 19.5881
H -15.6642 -30.5712 20.6581
H -16.1743 -31.4474 19.2695
H -16.4786 -29.6745 19.5246
H -14.7962 -30.3334 19.1764
O -15.0339 -33.3937 19.0781
H -15.2635 -32.4698 18.9783
H -15.8284 -33.8027 19.4214
O -14.0979 -30.9619 22.4132
H -13.6382 -31.7155 22.0433
H -14.6894 -30.6761 21.7170
O -14.3187 -29.8542 16.6448
H -14.5265 -30.0651 17.5551
H -14.4409 -28.9068 16.5841
O -16.5270 -28.4175 21.6848
H -17.2280 -28.8208 22.1968
H -16.1685 -29.1347 21.1620
O -18.4002 -31.0562 21.3964
H -18.0494 -30.6170 22.1712
H -17.8033 -30.8096 20.6899
O -14.4135 -27.9932 19.0906
H -15.0688 -27.4877 19.5714
H -14.7230 -28.8976 19.1417
O -17.6068 -29.7724 17.2297
H -17.5030 -30.6251 16.8073
H -17.1715 -29.8695 18.0766
*
```

Properties
Kohn-Sham gap (alpha / beta) in Ha: 0.423 / 0.152
M in g mol⁻¹: 140.95
HOMO (alpha / beta) in eV: -11.6 / -11.5


# 3
# BH20O8

A cluster of 9 separate species, BH20O8 in total at a distorted geometry (the ωB97M-V functional and the def2-TZVPD basis, the OMol25 dataset).

ORCA input file:
```
! RIJCOSX wB97M-V def2-TZVPD def2/J DEFGRID3
* xyz -1 1
B -0.2358 -0.6511 -0.1444
H -0.1938 0.0069 -1.2214
H -1.4018 -1.0821 -0.2564
H 0.5972 -1.3271 -0.3874
H -0.1738 -0.0611 0.9906
O -2.4778 2.2179 -0.2024
H -3.0158 2.4179 0.5716
H -2.0528 1.4489 -0.1704
O -0.1648 3.0299 2.0726
H 0.3842 3.8239 1.9406
H 0.3702 2.2279 1.9356
O -1.4758 -2.7901 -2.5004
H -1.3678 -3.6701 -2.1544
H -1.2808 -1.9721 -1.8264
O 3.1972 0.0879 0.4706
H 2.1862 -0.0491 0.5546
H 3.4202 0.8779 -0.0394
O -0.5518 -0.2361 3.7306
H -0.6478 -0.2581 2.8296
H 0.3292 -0.5581 3.6906
O 0.8312 -3.5321 1.6976
H 0.0222 -3.9911 1.5536
H 0.7692 -2.8601 1.1306
O 0.8022 3.2529 -0.5764
H 0.7162 2.3429 -0.9344
H 0.2792 3.2529 0.2856
O 0.3102 -0.3761 -4.6824
H 0.4642 -0.2801 -3.7104
H 0.3602 -1.2941 -4.6464
*
```

Properties
Kohn-Sham gap in Ha: 0.338
Energy relative to the best compared isomer or geometry (same formula, charge and spin) in eV: 2.1093
M in g mol⁻¹: 158.96
HOMO in eV: -6.3